C3H7N3 | wB97M-V/def2-TZVPD

Geometry (Å):
C -0.823 0.844 -0.238
H -2.820 0.851 0.181
H 0.426 0.594 1.586
H -2.123 -0.583 0.486
H 1.486 -1.998 -1.163
H -0.774 0.365 -1.232
N 1.987 0.884 -0.355
H 2.093 -2.054 0.429
H -0.891 1.920 -0.396
C 1.454 -0.224 -0.116
C 0.480 0.586 0.493
N -1.980 0.421 0.557
N 1.487 -1.605 -0.232

Summary:
Structure (SMILES): NC[C@@H]1N=C1N
Multiplicity: 1
Net charge: 0
Energy relative to the best compared isomer or geometry (same formula, charge and spin) (kJ/mol): 255.2
Orbital gap (eV): 9.99
Molecular weight (g/mol): 85.1


C3H7N3 | wB97M-V/def2-TZVPD

Geometry (Å):
H 2.311 1.374 1.024
N 1.352 1.385 0.678
N -1.031 0.149 -1.350
H 1.370 1.880 -0.206
C -1.181 -1.385 0.344
H 0.994 -0.481 1.464
H 1.451 -0.578 -0.228
C -0.643 -0.049 0.093
H -0.689 -0.622 -1.935
H -2.050 0.065 -1.462
N -1.626 -2.452 0.343
H -1.130 0.697 0.745
C 0.871 0.020 0.490

Summary:
Structure (SMILES): N#C[C@H](N)CN
Multiplicity: 1
Net charge: 0
Energy relative to the best compared isomer or geometry (same formula, charge and spin) (kJ/mol): 62.2
Orbital gap (eV): 10.79
Molecular weight (g/mol): 85.1


C3H7N3 | wB97M-V/def2-TZVPD

Geometry (Å):
H 2.714 -0.411 1.045
H 0.160 0.043 1.593
H -2.842 1.127 -0.356
N -1.437 -0.125 0.207
H -1.154 1.780 0.020
C -1.775 1.080 -0.516
H 2.303 -1.797 -0.128
H 2.785 -0.444 -0.901
C 2.197 -0.763 -0.012
H -1.834 0.930 -1.572
N 0.092 0.053 0.610
C 0.852 -0.386 -0.361
N -2.061 -1.085 0.371

Summary:
Multiplicity: 1
Net charge: 0
Energy relative to the best compared isomer or geometry (same formula, charge and spin) (kJ/mol): 567.1
Orbital gap (eV): 8.96
Molecular weight (g/mol): 85.1


C3H7N3 | wB97M-V/def2-TZVPD

Geometry (Å):
N 0.742 -0.237 0.508
H 0.323 -2.166 0.404
C -1.400 -1.086 -0.217
H -1.988 -2.066 -0.509
H -0.413 1.352 1.724
C -1.044 1.062 -0.580
H 1.201 0.122 -1.368
N 1.630 -0.310 -0.552
N -0.214 -1.282 0.241
H -1.856 1.696 -0.396
C -0.080 1.067 0.585
H 0.550 1.818 0.375
H 2.550 0.030 -0.215

Summary:
Multiplicity: 1
Net charge: 0
Energy relative to the best compared isomer or geometry (same formula, charge and spin) (kJ/mol): 732.6
Orbital gap (eV): 8.21
Molecular weight (g/mol): 85.1


C3H7N3 | wB97M-V/def2-TZVPD

Geometry (Å):
N 1.633 -0.631 -0.290
H -1.252 -1.600 0.824
C -0.670 1.342 -0.559
N -0.263 -1.691 0.645
C 0.095 1.495 0.611
H -1.081 -0.317 -1.742
N -0.549 0.097 -0.982
H 0.061 -2.614 0.390
H -1.447 1.985 -0.961
H -0.217 2.271 1.307
H 2.139 -1.345 0.226
C 0.388 -0.608 0.026
H 1.164 1.617 0.503

Summary:
Structure (SMILES): [H]/N=C(\N)NC=C
Multiplicity: 1
Net charge: 0
Energy relative to the best compared isomer or geometry (same formula, charge and spin) (kJ/mol): 332.0
Orbital gap (eV): 7.97
Molecular weight (g/mol): 85.1


C3H7N3O | wB97M-V/def2-TZVPD

Geometry (Å):
H -2.660 1.041 -0.812
C 2.287 0.330 0.181
H -2.022 -1.829 -0.529
C -1.889 0.972 -0.018
H -2.338 1.021 0.997
C 0.157 -0.353 -0.006
H 3.020 1.163 0.393
H 3.701 -1.017 -0.037
N -1.182 -0.240 -0.218
H -1.240 1.814 -0.211
N 0.919 0.655 0.041
H 0.517 -1.392 0.091
N 2.670 -0.841 -0.145
O -1.938 -1.324 0.273

Summary:
Structure (SMILES): [H]/N=C/N=C/N(C)O
Multiplicity: 1
Net charge: 0
Energy relative to the best compared isomer or geometry (same formula, charge and spin) (kJ/mol): 316.6
Orbital gap (eV): 9.78
Molecular weight (g/mol): 101.1